1.
{"formula": "C6H10N2", "method": "the ωB97M-V functional and the def2-TZVPD basis", "total_energy_ev": -9361.5070, "homo_ev": -7.802, "largest_force_ev_per_a": 1.5, "e_above_lowest_ev": 2.930, "species": ["C", "C", "C", "C", "N", "C", "N", "C", "H", "H", "H", "H", "H", "H", "H", "H", "H", "H"], "coordinates": [[0.38, 1.27, 1.22], [-0.22, 1.21, -1.24], [0.90, -0.81, -0.13], [0.16, 0.41, -0.01], [2.09, -1.10, 0.46], [-2.30, -1.40, -0.13], [0.14, -1.76, -0.72], [-1.02, -1.25, -0.40], [2.75, -0.37, 0.65], [2.42, -2.05, 0.43], [1.21, 1.98, 1.07], [-0.51, 1.87, 1.41], [-0.27, 0.59, -2.13], [-1.19, 1.69, -1.11], [0.60, 0.67, 2.10], [0.51, 2.01, -1.41], [-2.69, -2.39, 0.08], [-2.98, -0.57, -0.14]]}


2.
{"formula": "C5H6O2", "method": "the ωB97M-V functional and the def2-TZVPD basis", "total_energy_ev": -9374.5594, "homo_ev": -10.005, "largest_force_ev_per_a": 0.6, "smiles": "C#C[C@H](C=O)CO", "e_above_lowest_ev": 2.536, "species": ["C", "C", "C", "C", "O", "C", "O", "H", "H", "H", "H", "H", "H"], "coordinates": [[2.40, -0.96, 0.23], [1.37, -0.49, -0.20], [0.08, 0.10, -0.58], [0.09, 1.52, -0.02], [-0.38, 1.82, 1.05], [-1.09, -0.77, -0.04], [-2.24, -0.03, 0.25], [3.30, -1.38, 0.62], [0.02, 0.17, -1.67], [0.58, 2.27, -0.66], [-0.74, -1.34, 0.84], [-1.37, -1.49, -0.81], [-2.01, 0.56, 0.98]]}


3.
{"formula": "C29H38N10OP2Sn", "method": "the ωB97M-V functional and the def2-TZVPD basis", "total_energy_ev": -72010.9309, "homo_ev": [-18.442, -18.562], "total_charge": 4, "largest_force_ev_per_a": 0.7, "e_above_lowest_ev": 0.315, "species": ["Sn", "N", "P", "C", "C", "C", "C", "C", "C", "C", "C", "C", "C", "C", "C", "C", "C", "C", "C", "C", "N", "H", "H", "H", "H", "H", "H", "H", "H", "H", "H", "H", "H", "H", "H", "H", "N", "C", "N", "C", "N", "C", "C", "N", "C", "C", "N", "H", "H", "H", "H", "H", "C", "N", "C", "P", "O", "N", "C", "C", "N", "C", "C", "H", "H", "H", "H", "H", "H", "H", "H", "H", "H", "H", "H", "H", "H", "H", "H", "H", "H"], "coordinates": [[0.32, 0.25, -0.30], [1.56, 1.07, 3.57], [2.37, 0.06, 2.51], [4.08, 0.21, 2.93], [4.83, 1.24, 2.34], [6.15, 1.42, 2.72], [6.71, 0.58, 3.68], [5.97, -0.45, 4.26], [4.66, -0.65, 3.88], [1.78, -1.62, 2.67], [0.62, -1.94, 3.38], [0.28, -3.27, 3.54], [1.07, -4.27, 2.97], [2.20, -3.94, 2.23], [2.56, -2.62, 2.07], [0.24, 1.53, 3.48], [-0.29, 2.25, 4.54], [-1.61, 2.65, 4.45], [-2.34, 2.34, 3.31], [-1.70, 1.64, 2.30], [-0.43, 1.24, 2.37], [2.14, 1.50, 4.27], [4.38, 1.91, 1.62], [6.74, 2.22, 2.29], [7.74, 0.72, 3.98], [6.42, -1.08, 5.01], [4.08, -1.45, 4.33], [0.02, -1.18, 3.86], [-0.59, -3.54, 4.13], [0.80, -5.31, 3.11], [2.82, -4.73, 1.82], [3.46, -2.36, 1.53], [0.30, 2.47, 5.42], [-2.07, 3.20, 5.26], [-3.37, 2.64, 3.19], [-2.23, 1.42, 1.38], [4.06, -0.85, -2.49], [3.33, 0.16, -2.04], [2.24, -0.33, -1.47], [2.38, -1.69, -1.61], [3.48, -2.04, -2.22], [1.38, -2.60, -1.05], [1.43, -3.98, -1.16], [0.50, -4.74, -0.59], [-0.46, -4.14, 0.09], [-0.53, -2.76, 0.20], [0.39, -1.99, -0.39], [4.95, -0.82, -2.97], [3.61, 1.20, -2.14], [2.23, -4.47, -1.70], [-1.21, -4.77, 0.56], [-1.32, -2.27, 0.76], [-4.49, 0.69, -4.24], [-3.47, 0.10, -3.37], [-3.90, -1.10, -2.67], [-1.80, 0.40, -3.56], [-1.09, -0.03, -2.31], [-1.50, -0.61, -4.83], [-1.05, -1.99, -4.60], [-2.07, -0.39, -6.16], [-1.70, 1.92, -4.10], [-0.51, 2.34, -4.86], [-2.23, 2.98, -3.23], [-4.82, -0.05, -4.97], [-4.11, 1.57, -4.74], [-5.35, 0.94, -3.62], [-4.08, -1.91, -3.39], [-4.84, -0.90, -2.17], [-3.14, -1.41, -1.95], [-0.65, -2.09, -3.59], [-0.27, -2.21, -5.33], [-1.87, -2.69, -4.76], [-2.24, 0.67, -6.34], [-3.01, -0.94, -6.27], [-1.37, -0.77, -6.91], [-0.19, 1.57, -5.56], [0.32, 2.59, -4.19], [-0.77, 3.24, -5.42], [-3.14, 2.66, -2.72], [-2.49, 3.84, -3.85], [-1.49, 3.29, -2.49]]}


4.
{"formula": "C4H8OS3", "method": "the ωB97M-V functional and the def2-TZVPD basis", "total_energy_ev": -38828.7684, "homo_ev": -8.936, "largest_force_ev_per_a": 2.5, "smiles": "O=CC=S.SCCS", "e_above_lowest_ev": 2.187, "species": ["O", "C", "C", "S", "H", "H", "S", "C", "C", "S", "H", "H", "H", "H", "H", "H"], "coordinates": [[-1.27, -1.32, 1.16], [-1.38, -1.54, -0.02], [-2.67, -2.05, -0.61], [-2.84, -2.34, -2.18], [-0.57, -1.38, -0.75], [-3.47, -2.21, 0.12], [-0.54, 0.62, -1.06], [0.96, 0.42, -0.05], [1.47, 1.74, 0.51], [2.98, 1.55, 1.52], [0.03, 1.33, -2.06], [1.75, -0.08, -0.63], [0.68, -0.25, 0.75], [0.69, 2.24, 1.09], [1.76, 2.42, -0.30], [2.41, 0.84, 2.51]]}


5.
{"formula": "C17H25N3S", "method": "the ωB97M-V functional and the def2-TZVPD basis", "total_energy_ev": -33340.2681, "homo_ev": -7.888, "largest_force_ev_per_a": 0.8, "smiles": "CC(C)NC(=S)N1CCN(C/C=C/c2ccccc2)CC1", "e_above_lowest_ev": 0.840, "species": ["C", "C", "C", "N", "C", "S", "N", "C", "C", "N", "C", "C", "C", "C", "C", "C", "C", "C", "C", "C", "C", "H", "H", "H", "H", "H", "H", "H", "H", "H", "H", "H", "H", "H", "H", "H", "H", "H", "H", "H", "H", "H", "H", "H", "H", "H"], "coordinates": [[-6.27, 1.17, -0.70], [-5.60, 0.02, 0.04], [-6.39, -1.28, -0.10], [-4.25, -0.20, -0.45], [-3.18, 0.50, -0.01], [-3.32, 1.56, 1.26], [-2.00, 0.31, -0.67], [-0.80, 0.99, -0.20], [0.01, 0.06, 0.71], [0.36, -1.14, -0.02], [1.25, -1.99, 0.75], [2.65, -1.46, 0.80], [3.15, -0.59, -0.08], [4.50, -0.05, -0.10], [5.43, -0.26, 0.92], [6.70, 0.28, 0.84], [7.07, 1.04, -0.26], [6.16, 1.27, -1.27], [4.89, 0.73, -1.19], [-0.84, -1.83, -0.45], [-1.64, -0.90, -1.37], [-7.27, 1.34, -0.30], [-5.69, 2.08, -0.57], [-6.35, 0.95, -1.76], [-5.50, 0.29, 1.10], [-7.38, -1.16, 0.34], [-5.88, -2.09, 0.42], [-6.50, -1.54, -1.15], [-4.21, -0.61, -1.37], [-0.20, 1.25, -1.08], [-1.09, 1.89, 0.34], [-0.60, -0.17, 1.61], [0.92, 0.56, 1.03], [1.28, -2.98, 0.27], [0.88, -2.15, 1.78], [3.26, -1.87, 1.60], [2.49, -0.24, -0.87], [5.15, -0.84, 1.78], [7.40, 0.10, 1.64], [8.06, 1.46, -0.31], [6.44, 1.86, -2.13], [4.18, 0.91, -1.99], [-0.56, -2.73, -1.00], [-1.48, -2.12, 0.40], [-2.52, -1.43, -1.74], [-1.02, -0.62, -2.23]]}


6.
{"formula": "C4H12N2O2", "method": "the ωB97M-V functional and the def2-TZVPD basis", "total_energy_ev": -11418.5189, "homo_ev": -9.612, "largest_force_ev_per_a": 2.3, "smiles": "CC(C)NC(N)=O.O", "e_above_lowest_ev": 0.698, "species": ["C", "C", "C", "N", "C", "N", "O", "H", "H", "H", "H", "H", "H", "H", "H", "H", "H", "O", "H", "H"], "coordinates": [[-0.83, -1.40, -0.91], [0.59, -0.98, -0.70], [0.92, -0.87, 0.80], [0.88, 0.36, -1.33], [-0.02, 1.28, -1.73], [0.53, 2.22, -2.60], [-1.16, 1.42, -1.33], [-1.06, -2.36, -0.44], [-1.53, -0.70, -0.48], [-1.10, -1.58, -1.95], [1.32, -1.61, -1.16], [0.53, -1.74, 1.32], [0.49, 0.04, 1.21], [2.00, -0.78, 0.97], [1.82, 0.43, -1.67], [-0.18, 2.74, -3.09], [1.25, 1.88, -3.23], [-1.42, 0.17, 5.51], [-1.59, 0.86, 6.17], [-1.45, 0.62, 4.66]]}